(1)
# C6H10O

An isolated molecule of C6H10O (ωB97M-V/def2-TZVPD, the OMol25 dataset).

Geometry (Å):
C -2.2421 0.2581 0.3410
C -0.7540 0.1217 0.1957
C -0.1447 -1.2451 -0.1121
C 1.3276 -1.1739 0.0486
C 1.6535 0.1325 0.5293
C 1.1929 1.3044 -0.3584
O -0.2257 1.1651 -0.5466
H -2.6553 -0.5928 0.8972
H -2.7526 0.3091 -0.6388
H -2.4938 1.1820 0.8803
H 0.6668 0.2812 1.3000
H -0.4620 -1.4210 -1.1573
H -0.6010 -2.0583 0.4806
H 1.9241 -2.0585 0.2563
H 2.6431 0.2924 0.9722
H 1.3758 2.2891 0.1093
H 1.6857 1.2734 -1.3377

Cartesian forces (eV/Å) of the 6 atoms listed first:
-0.02 0.02 0.06
-0.41 -0.18 -0.43
-0.51 0.10 -0.30
-0.22 -0.25 0.05
-0.42 0.98 0.80
0.16 -0.18 -0.07

Results
**F_max**: 1.33 eV Å⁻¹
**Energy relative to the best compared isomer or geometry (same formula, charge and spin)**: 86.6 kcal/mol
**Net charge**: 0



(2)
# C41H35BN15O5S2V

A structure of composition C41H35BN15O5S2V (ωB97M-V/def2-TZVPD, the OMol25 dataset).

Geometry (Å):
V 0.6022 -0.0949 -0.8230
C 4.0910 -0.3266 -3.2674
C 2.7078 -0.3218 -3.0624
N 2.4460 -0.3042 -1.7662
N 3.6218 -0.3030 -1.1052
C 4.6293 -0.3005 -1.9994
B 3.6652 -0.1475 0.4410
N 2.7501 -1.2021 1.1145
C 3.0435 -2.0284 2.1380
C 1.8776 -2.6337 2.5510
C 0.8935 -2.0989 1.7138
N 1.4253 -1.2272 0.8756
N 3.0988 1.2117 0.8235
C 3.5679 2.3372 1.3931
C 2.5366 3.2484 1.4425
C 1.4459 2.5936 0.8527
N 1.7966 1.3752 0.4847
N 5.1052 -0.4296 0.8925
C 5.7928 -1.5589 0.6119
C 6.9838 -1.5171 1.2981
C 6.9272 -0.2946 1.9906
N 5.7982 0.3479 1.7472
H 4.6168 -0.3090 -4.2049
H 1.8908 -0.2854 -3.7631
H 5.6539 -0.2606 -1.6722
H 4.0551 -2.1215 2.4940
H 1.7540 -3.3659 3.3291
H -0.1523 -2.3308 1.6522
H 4.5855 2.3855 1.7331
H 2.5656 4.2490 1.8376
H 0.4407 2.9321 0.6599
H 5.3752 -2.3061 -0.0429
H 7.7688 -2.2532 1.2954
H 7.6585 0.1460 2.6500
N -6.6879 3.7650 3.8414
C -5.6841 3.3605 2.9327
C -4.3389 3.5423 3.2466
C -3.3551 3.1738 2.3444
C -3.7049 2.6106 1.1252
C -5.0389 2.4357 0.8021
C -6.0254 2.8174 1.6982
S -2.4241 2.1177 -0.0187
O -3.1038 1.5514 -1.1581
O -1.6705 3.3333 -0.2242
N -1.4958 1.0826 0.7976
C -2.0728 0.2506 1.6938
N -1.2600 -0.2073 2.6808
C -1.7939 -1.0071 3.5807
C -3.1330 -1.3796 3.5823
C -3.8753 -0.8878 2.5244
N -3.3750 -0.1089 1.5834
H -6.3807 3.7161 4.8016
H -7.5441 3.2423 3.7297
H -4.0645 3.9740 4.2035
H -2.3079 3.3046 2.5882
H -5.2859 1.9736 -0.1437
H -7.0712 2.6781 1.4446
H -1.1159 -1.3711 4.3510
H -3.5555 -2.0253 4.3387
H -4.9284 -1.1443 2.4210
C -3.4711 -4.1977 -0.5036
C -3.3513 -2.7950 -0.4158
C -2.1440 -2.1931 -0.6373
C -0.9785 -2.9403 -0.9534
C 0.2929 -2.3029 -1.1453
C 1.3447 -3.1253 -1.4741
C 1.2123 -4.5257 -1.6080
C 0.0132 -5.1379 -1.3921
C -1.1159 -4.3514 -1.0533
C -2.3783 -4.9527 -0.8183
H -4.4302 -4.6731 -0.3308
H -4.2135 -2.1811 -0.1888
H -2.0869 -1.1134 -0.6038
H 2.3359 -2.7095 -1.6243
H 2.0841 -5.1153 -1.8760
H -0.0976 -6.2138 -1.4802
H -2.4562 -6.0329 -0.8980
N -0.5693 -0.3576 -2.4967
C -1.3456 -0.1924 -3.3512
N -2.1918 -0.1563 -4.3200
C -2.5680 0.9738 -4.8814
N -2.9725 1.8942 -5.4643
C -2.4760 7.5395 -2.3143
C -1.5867 6.3318 -2.4463
C -0.3604 6.2774 -1.7913
C 0.4571 5.1638 -1.9052
C 0.0476 4.0923 -2.6821
C -1.1647 4.1285 -3.3489
C -1.9724 5.2477 -3.2263
S 1.0162 2.6087 -2.6967
O 2.3700 2.9676 -2.3228
O 0.8630 2.0056 -4.0031
O 0.3297 1.8254 -1.6310
H -2.3116 8.0444 -1.3612
H -3.5286 7.2589 -2.3706
H -2.2854 8.2645 -3.1106
H -0.0507 7.1074 -1.1642
H 1.4024 5.1042 -1.3821
H -1.4925 3.2838 -3.9439
H -2.9320 5.2582 -3.7313

Cartesian forces (eV/Å) of the 6 atoms listed first:
-0.16 -0.04 0.28
-0.03 0.02 0.03
0.00 0.01 -0.03
0.03 -0.01 0.02
0.01 0.00 -0.03
0.00 0.02 0.00

Results
**⟨S²⟩**: 2.032
**F_max**: 0.48 eV Å⁻¹
**Energy relative to the best compared isomer or geometry (same formula, charge and spin)**: 4.2 kcal/mol
**Net charge**: -2
**2S+1**: 3